Computed, not measured: a 12-piece molecular cluster, C48H72ClN11O5 overall in a non-equilibrium geometry, with ωB97M-V/def2-TZVPD.

Last column: Löwdin charge in e.
Geometry (Å):
C1 0.842 1.825 -1.166  -0.05
C2 0.709 0.286 -1.012  -0.10
N1 -0.690 -0.141 -0.388  -0.17
C3 -1.780 0.106 -1.461  0.03
C4 -0.549 -1.672 -0.003  -0.12
C5 -0.539 -2.658 -1.175  -0.07
C6 -1.161 0.806 0.783  -0.02
C7 -0.398 0.605 2.200  -0.17
O1 0.983 0.723 1.976  -0.20
C8 1.794 0.412 3.096  -0.09
H1 0.020 2.284 -1.715  0.06
H2 1.786 2.050 -1.663  0.09
H3 0.877 2.277 -0.174  0.06
H4 1.489 -0.200 -0.426  0.10
H5 0.736 -0.201 -1.987  0.12
H6 -1.720 -0.712 -2.179  0.08
H7 -1.670 1.055 -1.985  0.09
H8 -2.737 0.111 -0.939  0.08
H9 -1.505 -1.856 0.487  0.11
H10 0.219 -1.821 0.756  0.10
H11 0.320 -2.494 -1.825  0.07
H12 -1.475 -2.770 -1.722  0.07
H13 -0.442 -3.676 -0.795  0.06
H14 -2.191 0.532 1.013  0.11
H15 -1.288 1.808 0.371  0.10
H16 -0.705 -0.332 2.664  0.10
H17 -0.694 1.406 2.877  0.10
H18 1.505 0.936 4.006  0.08
H19 2.843 0.656 2.928  0.08
H20 1.625 -0.631 3.364  0.07
Cl1 -0.791 2.920 -5.657  0.58
O2 0.229 2.598 -4.679  -0.41
O3 -0.638 1.975 -6.680  -0.37
O4 -2.105 2.697 -5.128  -0.40
O5 -0.545 4.212 -6.230  -0.35
C9 3.488 3.939 4.482  -0.10
C10 4.706 2.969 4.582  -0.22
C11 4.743 2.120 5.928  -0.16
C12 4.586 2.939 7.167  -0.23
N2 4.469 3.531 8.140  0.14
H21 3.760 4.786 5.113  0.07
H22 2.576 3.555 4.940  0.07
H23 3.344 4.429 3.519  0.07
H24 5.580 3.609 4.459  0.10
H25 4.767 2.290 3.731  0.06
H26 5.602 1.459 6.040  0.11
H27 3.891 1.442 5.907  0.10
N3 -0.059 -3.718 3.300  0.01
C13 0.233 -4.746 2.401  -0.10
C14 -0.985 -4.961 1.703  -0.10
C15 -1.982 -4.060 2.184  -0.10
C16 -1.323 -3.275 3.094  -0.19
H28 0.563 -3.297 3.975  0.14
H29 1.143 -5.327 2.427  0.10
H30 -1.163 -5.695 0.930  0.09
H31 -3.002 -3.918 1.858  0.10
H32 -1.764 -2.401 3.550  0.10
N4 -4.040 2.437 3.406  0.03
C17 -3.299 1.350 3.839  -0.13
C18 -4.042 0.201 3.557  -0.11
C19 -5.143 0.603 2.828  -0.13
C20 -5.175 1.966 2.830  -0.17
H33 -3.698 3.378 3.541  0.14
H34 -2.390 1.480 4.408  0.10
H35 -3.837 -0.858 3.626  0.09
H36 -5.893 -0.108 2.513  0.09
H37 -5.948 2.578 2.390  0.11
N5 3.791 5.527 -1.740  -0.01
C21 2.839 5.503 -0.741  -0.16
C22 1.626 5.103 -1.260  -0.12
C23 1.858 4.946 -2.643  -0.09
C24 3.199 5.288 -2.916  -0.12
H38 4.711 5.854 -1.482  0.15
H39 3.069 5.700 0.296  0.09
H40 0.650 5.069 -0.798  0.08
H41 1.021 4.657 -3.261  0.08
H42 3.767 5.198 -3.830  0.11
N6 0.812 -7.671 -1.334  0.00
C25 0.748 -6.376 -1.833  -0.14
C26 0.051 -6.404 -3.017  -0.12
C27 -0.472 -7.705 -3.193  -0.10
C28 0.006 -8.501 -2.130  -0.11
H43 1.331 -7.989 -0.528  0.14
H44 1.291 -5.595 -1.321  0.08
H45 -0.017 -5.600 -3.734  0.08
H46 -1.014 -8.088 -4.045  0.09
H47 -0.078 -9.568 -1.990  0.10
N7 -3.549 -1.844 -5.009  0.02
C29 -2.289 -1.366 -4.989  -0.13
C30 -1.408 -2.374 -4.653  -0.11
C31 -2.214 -3.480 -4.361  -0.14
C32 -3.536 -3.135 -4.536  -0.15
H48 -4.389 -1.315 -5.198  0.15
H49 -2.139 -0.323 -5.226  0.11
H50 -0.352 -2.211 -4.501  0.10
H51 -1.819 -4.357 -3.870  0.07
H52 -4.446 -3.698 -4.392  0.11
N8 -4.316 3.012 -0.136  0.04
C33 -3.418 3.877 0.479  -0.17
C34 -2.457 4.258 -0.400  -0.13
C35 -2.687 3.635 -1.643  -0.08
C36 -3.863 2.922 -1.467  -0.12
H53 -5.154 2.573 0.218  0.11
H54 -3.663 4.385 1.400  0.10
H55 -1.746 5.052 -0.226  0.09
H56 -2.095 3.712 -2.543  0.10
H57 -4.476 2.366 -2.161  0.09
N9 -6.131 0.200 -1.436  -0.02
C37 -5.267 -0.417 -2.287  -0.10
C38 -5.100 -1.715 -1.696  -0.13
C39 -5.830 -1.778 -0.570  -0.12
C40 -6.499 -0.556 -0.425  -0.15
H58 -6.358 1.176 -1.564  0.14
H59 -4.701 0.138 -3.020  0.10
H60 -4.489 -2.542 -2.028  0.08
H61 -5.860 -2.720 -0.043  0.10
H62 -7.305 -0.218 0.210  0.11
N10 7.051 1.449 1.606  0.02
C41 5.840 0.856 1.687  -0.18
C42 4.928 1.656 0.989  -0.14
C43 5.601 2.726 0.507  -0.11
C44 6.937 2.631 0.874  -0.08
H63 7.928 1.098 1.965  0.15
H64 5.686 -0.071 2.219  0.11
H65 3.880 1.450 0.826  0.10
H66 5.174 3.459 -0.162  0.09
H67 7.715 3.371 0.758  0.11
N11 4.130 -1.454 0.193  0.02
C45 3.100 -2.172 0.760  -0.13
C46 2.668 -3.117 -0.227  -0.11
C47 3.493 -2.956 -1.424  -0.08
C48 4.312 -1.875 -1.134  -0.12
H68 4.639 -0.735 0.688  0.07
H69 2.777 -2.002 1.777  0.09
H70 1.865 -3.813 -0.035  0.05
H71 3.498 -3.429 -2.395  0.09
H72 5.074 -1.490 -1.795  0.11

Computed properties:
**DFT total energy**: -90080.5564 eV
**HOMO-LUMO gap**: 7.47 eV
**HOMO energy**: -7.814 eV
**Net charge**: 0
**Multiplicity**: 1
**LUMO energy**: -0.3 eV

---

Computed, not measured: an isolated molecule of C4H6OS in a non-equilibrium geometry, with ωB97M-V/def2-TZVPD.

Last column: Löwdin charge in e.
Geometry (Å):
C1 1.496 0.823 -0.050  -0.42
O1 0.192 1.333 -0.349  -0.15
C2 -0.736 0.459 0.244  -0.32
C3 -1.231 -0.725 -0.617  -0.09
C4 -0.197 -0.925 0.478  -0.54
S1 1.445 -1.021 -0.195  0.90
H1 2.186 1.336 -0.667  0.08
H2 1.698 1.078 0.991  0.09
H3 -1.452 0.979 0.877  0.15
H4 -0.742 -0.821 -1.606  0.10
H5 -2.251 -1.044 -0.510  0.09
H6 -0.407 -1.474 1.403  0.11

Computed properties:
**DFT total energy**: -17126.2412 eV
**HOMO-LUMO gap**: 9.79 eV
**HOMO energy**: -8.830 eV
**SMILES**: C1O[C@H]2C[C@H]2S1
**Net charge**: 0
**Multiplicity**: 1
**LUMO energy**: 1.0 eV

---

Computed, not measured: an isolated molecule of C5H8OS in a non-equilibrium geometry, with ωB97M-V/def2-TZVPD.

Last column: Löwdin charge in e.
Geometry (Å):
O1 1.741 -2.166 -0.423  -0.07
C1 1.558 -0.762 -0.290  -0.33
C2 0.507 -0.002 0.460  -0.25
C3 -0.945 0.071 0.810  -0.21
C4 -1.363 1.314 -0.111  -0.41
S1 -0.348 1.295 -1.732  0.81
C5 0.433 -0.257 -1.074  -0.46
H1 1.736 -2.544 0.655  0.22
H2 2.429 -0.184 -0.368  0.13
H3 0.855 0.967 0.725  0.11
H4 -1.207 0.538 1.826  0.12
H5 -1.516 -0.872 0.791  0.11
H6 -1.057 2.216 0.397  0.05
H7 -2.498 1.351 -0.314  0.09
H8 -0.323 -0.965 -1.353  0.09

Computed properties:
**DFT total energy**: -18193.2969 eV
**HOMO-LUMO gap**: 9.08 eV
**HOMO energy**: -8.547 eV
**SMILES**: O[C@@H]1[C@@H]2CCS[C@@H]12
**Net charge**: 0
**Multiplicity**: 1
**LUMO energy**: 0.5 eV

---

Look up the multiplicity of the first one.
1